Entry 1:
{"formula": "C3H4CaF6N3O15S6", "method": "ωB97M-V/def2-TZVPD", "species": ["Ca", "S", "S", "S", "S", "S", "S", "F", "F", "F", "F", "F", "F", "O", "O", "O", "O", "O", "O", "O", "O", "O", "O", "O", "O", "O", "O", "O", "N", "N", "N", "C", "C", "C", "H", "H", "H", "H"], "xyz": [[-0.639, -0.863, -0.674], [-3.714, 0.020, 0.679], [2.183, 0.522, -2.320], [0.232, 1.416, -3.167], [-0.833, -4.358, -0.174], [-2.360, 1.905, 0.480], [1.250, -3.743, -1.166], [-3.101, -1.390, 1.106], [-1.178, 2.395, -0.518], [2.722, -0.551, -1.150], [-1.355, 1.051, -3.139], [1.632, -2.604, -2.259], [-1.954, -3.631, 0.691], [1.420, 0.800, 3.191], [0.724, -0.126, 1.131], [-1.761, -5.155, -1.018], [1.273, -4.982, -1.928], [-3.513, 2.581, -0.031], [-0.092, -5.123, 0.835], [-4.710, -0.227, -0.369], [-1.794, 2.273, 1.735], [0.419, 1.133, -4.600], [1.181, 2.002, 1.338], [-4.101, 0.440, 1.984], [0.280, 2.824, -2.803], [2.305, -3.517, -0.183], [2.735, 1.781, -1.772], [2.852, 0.022, -3.489], [0.681, 0.162, -1.994], [-2.200, 0.474, 0.045], [-0.279, -3.026, -0.732], [1.658, 2.880, 2.286], [1.108, 0.792, 1.808], [1.706, 2.099, 3.619], [2.622, 3.299, 1.997], [0.990, 3.741, 2.316], [2.712, 2.161, 4.034], [0.897, 2.524, 4.212]], "mulliken_charge": [2.9914, 0.7895, 0.9902, 0.8716, 0.7964, 0.8140, 0.9391, -0.1956, -0.2417, -0.3493, -0.3061, -0.2366, -0.2434, -0.3964, -0.4597, -0.6094, -0.5117, -0.5641, -0.5344, -0.5618, -0.5730, -0.5751, -0.1593, -0.5038, -0.4973, -0.5108, -0.6270, -0.5677, -0.1738, -0.2451, -0.3438, -0.5031, 0.3780, -0.2305, 0.2745, 0.3067, 0.2920, 0.2770], "e_tot_ev": -138113.0035, "total_charge": -1, "e_lumo_ev": 1.26}

Entry 2:
{"formula": "C51H102ClO16P", "method": "ωB97M-V/def2-TZVPD", "species": ["Cl", "P", "O", "O", "O", "O", "O", "O", "O", "O", "O", "O", "O", "O", "O", "O", "O", "O", "C", "C", "C", "C", "C", "C", "C", "C", "C", "C", "C", "C", "C", "C", "C", "C", "C", "C", "C", "C", "C", "C", "C", "C", "C", "C", "C", "C", "C", "C", "C", "C", "C", "C", "C", "C", "C", "C", "C", "C", "C", "C", "C", "C", "C", "C", "C", "C", "C", "C", "C", "H", "H", "H", "H", "H", "H", "H", "H", "H", "H", "H", "H", "H", "H", "H", "H", "H", "H", "H", "H", "H", "H", "H", "H", "H", "H", "H", "H", "H", "H", "H", "H", "H", "H", "H", "H", "H", "H", "H", "H", "H", "H", "H", "H", "H", "H", "H", "H", "H", "H", "H", "H", "H", "H", "H", "H", "H", "H", "H", "H", "H", "H", "H", "H", "H", "H", "H", "H", "H", "H", "H", "H", "H", "H", "H", "H", "H", "H", "H", "H", "H", "H", "H", "H", "H", "H", "H", "H", "H", "H", "H", "H", "H", "H", "H", "H", "H", "H", "H", "H", "H", "H"], "xyz": [[2.642, -4.381, -6.861], [3.800, -1.289, -5.890], [0.537, -6.952, -0.095], [6.746, -5.591, 5.807], [5.449, -1.052, -1.307], [2.968, -1.123, -1.674], [3.295, -2.798, 1.129], [3.093, -1.233, 6.268], [1.067, 2.306, -5.732], [-0.468, -0.397, -1.085], [-1.087, 4.736, -4.195], [3.240, 2.949, -0.205], [-2.139, -5.226, -3.099], [0.837, 7.547, -0.690], [-8.662, -1.774, -0.465], [4.712, -0.374, -4.978], [-7.258, -2.764, 3.218], [2.246, 5.515, 3.803], [-5.351, -1.801, 2.115], [-1.459, 4.272, -2.900], [-1.257, 1.832, -6.123], [1.686, -3.451, -5.556], [4.095, 4.089, -0.226], [-0.260, 4.362, -1.969], [5.379, -6.810, 4.250], [-1.360, -5.479, 0.021], [-0.032, -1.809, -3.280], [-0.990, -1.101, -2.109], [-9.886, -2.267, -1.003], [-5.238, -0.374, -1.963], [0.246, 9.721, -1.529], [5.147, 3.912, -1.308], [-4.736, -3.033, -3.083], [-0.537, -3.293, -3.851], [2.415, 1.073, 6.232], [-0.122, 5.926, 3.873], [-9.769, -3.766, -1.229], [1.343, -1.139, -3.883], [-0.658, -6.681, 0.633], [-5.737, -1.797, -2.627], [4.323, -1.913, 3.114], [0.879, 4.295, 2.246], [-3.628, -0.127, -1.775], [5.472, -6.210, 5.643], [4.378, -5.180, 5.877], [-5.766, -1.447, 4.566], [-1.550, -7.912, 0.614], [1.681, -0.482, 8.063], [0.313, 2.351, -8.014], [-3.119, -2.783, -2.877], [-1.942, -3.903, -3.258], [-2.610, -1.322, -2.248], [-2.625, 5.100, -2.383], [2.588, 9.191, -0.793], [-11.024, -1.938, -0.050], [4.318, -1.701, -1.594], [2.979, 0.267, -2.155], [0.163, 1.697, -6.649], [1.325, 8.653, -1.446], [4.413, -3.352, -1.835], [4.732, 4.266, 1.143], [2.019, -0.352, 6.586], [-6.403, -1.623, 3.197], [0.972, 4.896, 3.639], [1.830, -1.910, 2.816], [0.310, -4.147, -4.966], [1.808, 0.341, -3.347], [2.216, -1.949, -5.052], [3.127, -2.653, 2.537], [1.558, 8.286, -2.451], [4.673, 3.774, -2.286], [-3.476, 5.035, -3.069], [0.584, 10.579, -2.118], [-6.885, -1.965, -2.793], [-0.662, 9.316, -1.990], [-2.471, -7.741, 1.180], [2.323, 6.222, 3.141], [0.094, 3.423, -7.960], [3.074, -3.659, 2.966], [-6.535, -1.333, 5.337], [-1.975, 1.359, -6.799], [-2.275, -5.235, 0.569], [-4.687, -0.933, 2.063], [-0.812, 5.664, -4.114], [-2.353, 6.159, -2.315], [-5.160, -4.023, -3.552], [-1.619, -5.668, -1.027], [-0.701, -4.603, 0.030], [5.292, -3.662, -2.542], [0.034, -5.206, -5.389], [3.351, 8.409, -0.728], [-3.277, 0.902, -1.303], [-1.767, 3.226, -3.003], [-4.744, -2.694, 2.300], [-1.115, 5.477, 3.770], [-0.368, -6.452, 1.665], [-5.114, -0.568, 4.588], [2.679, 0.953, -1.241], [5.384, 5.145, 1.165], [6.180, -7.540, 4.091], [1.663, -1.796, 3.892], [-1.816, -8.188, -0.412], [-0.037, 10.071, -0.530], [-8.508, -2.217, 0.386], [-0.083, 3.798, 2.094], [3.305, 1.383, 6.791], [-1.531, 2.886, -6.002], [5.324, 3.385, 1.416], [2.186, 1.045, -4.233], [4.644, -2.424, -6.289], [-6.714, -3.543, 3.422], [1.157, -0.655, 5.983], [2.668, 1.148, 5.169], [5.396, -7.005, 6.393], [3.784, 2.170, -0.001], [5.251, -2.453, 2.895], [0.978, -2.448, 2.385], [0.896, 4.101, 4.389], [0.628, 7.864, 0.204], [3.971, 0.607, -2.675], [0.837, 3.248, -5.664], [4.559, -3.817, -0.745], [0.095, 5.395, -1.887], [1.409, -1.515, 8.306], [-5.825, -1.939, 1.137], [-0.509, 3.997, -0.968], [-5.174, -2.328, 4.839], [0.289, -7.156, -1.012], [4.465, -4.747, 6.879], [1.603, 1.774, 6.450], [3.385, -5.629, 5.774], [4.417, -7.308, 4.098], [1.680, 3.565, 2.087], [2.544, -0.227, 8.687], [0.431, 0.637, -6.718], [-1.347, 1.368, -5.135], [-10.859, -2.396, 0.931], [6.823, -4.883, 5.145], [-0.037, 6.755, 3.162], [5.754, 3.018, -1.123], [-0.359, 1.893, -8.747], [4.423, -0.919, 2.665], [1.841, -0.915, 2.357], [-11.983, -2.290, -0.443], [-8.939, -3.989, -1.907], [-7.026, -0.752, 2.966], [0.847, 0.173, 8.336], [3.472, 4.961, -0.457], [4.463, -4.350, 5.166], [1.343, 2.256, -8.375], [-0.035, 6.359, 4.875], [2.388, 9.523, 0.232], [3.351, -3.760, -2.192], [4.232, -1.800, 4.199], [5.811, 4.780, -1.360], [-9.559, -4.289, -0.290], [2.997, 10.034, -1.359], [-2.945, 4.757, -1.394], [-6.077, 0.403, -1.654], [0.999, 5.067, 1.477], [3.963, 4.380, 1.914], [5.499, -6.038, 3.481], [-10.690, -4.174, -1.658], [-1.028, -8.772, 1.047], [3.863, -0.971, 6.800], [0.903, 0.944, -2.855], [3.415, -0.576, -7.090], [3.342, -1.909, 0.740], [-11.089, -0.857, 0.113], [0.576, 3.771, -2.360], [-10.051, -1.762, -1.961]], "mulliken_charge": [-0.2142, 0.4173, -0.5507, -0.5539, -0.6132, 0.1222, -0.3291, -0.4101, -0.4609, -0.5296, -0.4958, -0.3561, -0.6334, -0.3864, -0.4359, -0.5763, -0.5584, -0.5639, -0.9944, 0.8861, -1.1204, 0.0400, 0.7012, -0.6014, -1.1246, -0.7190, 0.2670, 0.4819, 0.4141, -0.5650, -1.3007, -1.5227, -0.5764, 0.4628, -1.2106, -1.2705, -1.1958, 0.0741, 0.3535, -0.1321, -1.1532, -0.5731, -0.5624, 0.3230, -0.6887, -1.3938, -1.3354, -1.4817, -1.5311, 0.4062, 0.2660, 0.1700, -1.4875, -1.3691, -1.3525, 0.5430, 0.2289, 0.8048, 0.5234, -0.7406, -1.2452, 0.5135, 0.4337, 0.4869, -1.0764, -0.7269, -0.3035, -0.0104, 0.5660, 0.2735, 0.3205, 0.4010, 0.3941, 0.2364, 0.2888, 0.3548, 0.3558, 0.3585, 0.2189, 0.3299, 0.4443, 0.3345, 0.3429, 0.3163, 0.2365, 0.3382, 0.0498, 0.2237, 0.3242, 0.3399, 0.2864, 0.3389, 0.0401, 0.2996, 0.3611, 0.3200, 0.3723, -0.2734, 0.4117, 0.3185, 0.1616, 0.3051, 0.3220, 0.2580, 0.4837, 0.3344, 0.2508, 0.3302, 0.3105, 0.0806, 0.3527, 0.2051, 0.3008, 0.3007, 0.2613, 0.3141, 0.3105, 0.1503, 0.2159, 0.3575, 0.2776, 0.1895, -0.1884, 0.3577, 0.1724, 0.3854, 0.3476, 0.3504, 0.2991, 0.3651, 0.3823, 0.3496, 0.0711, 0.3607, 0.1324, 0.1096, 0.3296, 0.3489, 0.2084, 0.3464, 0.3776, 0.3142, 0.2628, 0.3876, 0.2663, 0.3152, 0.3841, 0.0884, -0.1618, 0.3669, 0.3527, 0.3534, 0.1494, 0.2256, 0.4374, 0.3043, 0.3950, 0.3776, 0.3195, -0.0567, 0.2155, 0.2189, 0.4005, 0.3491, 0.2911, -0.1673, 0.0963, 0.1584, 0.3169, 0.1435, 0.3061], "de_lowest_kcal_mol": 438.3, "e_tot_ev": -109092.1402, "e_lumo_ev": -2.01, "smiles": "CC(=O)OCCc1c([PH2]=O)c(Cl)cc2c1C(=O)c1ccccc1C2=O.CC(C)O.CC(C)O.CC(C)O.CC(C)O.CC(C)O.CC(C)O.CC(C)O.CC(C)O.CC(C)O.CC(C)O.CC(C)O"}

| no. | frontier orbital gap (Eh) | highest occupied orbital energy (eV) |
| --- | --- | --- |
| 1 | 0.3602 | -8.5 |
| 2 | 0.2586 | -9.0 |